# C20H26N3O

A gas-phase ion, C20H26N3O (charge +1) at a distorted geometry (the ωB97M-V functional and the def2-TZVPD basis, OMol25).

Positions of all 50 atoms, in Å:
C (-2.788, 3.427, 2.518)
C (-2.776, 2.878, 4.008)
N (-1.878, 1.671, 4.161)
C (-2.240, 0.525, 5.027)
C (-1.287, 0.463, 6.174)
C (-0.737, 1.395, 3.289)
C (0.412, 2.122, 3.218)
C (1.342, 1.984, 2.341)
C (1.232, 1.048, 1.374)
N (2.277, 0.791, 0.468)
C (2.049, -0.068, -0.518)
C (3.005, -0.139, -1.549)
C (2.699, -0.832, -2.673)
C (1.451, -1.516, -2.829)
N (0.949, -1.950, -4.104)
C (1.857, -1.899, -5.305)
C (2.871, -3.032, -5.112)
C (-0.498, -2.374, -4.292)
C (-1.297, -1.126, -4.831)
C (0.653, -1.670, -1.743)
C (0.915, -0.867, -0.550)
O (-0.026, -0.837, 0.424)
C (0.129, 0.141, 1.324)
C (-0.856, 0.467, 2.300)
H (-2.165, 4.409, 2.483)
H (-2.289, 2.611, 1.976)
H (-3.760, 3.576, 2.104)
H (-3.779, 2.630, 4.375)
H (-2.401, 3.621, 4.769)
H (-3.359, 0.702, 5.214)
H (-2.112, -0.442, 4.514)
H (-0.224, 0.591, 5.899)
H (-1.390, -0.499, 6.509)
H (-1.652, 1.063, 7.007)
H (0.413, 2.956, 3.917)
H (2.264, 2.516, 2.436)
H (3.960, 0.292, -1.415)
H (3.401, -0.842, -3.461)
H (1.430, -2.023, -6.311)
H (2.429, -0.971, -5.411)
H (3.482, -3.234, -5.972)
H (2.464, -3.974, -4.730)
H (3.613, -2.682, -4.329)
H (-0.972, -2.633, -3.421)
H (-0.594, -3.165, -4.984)
H (-1.225, -0.281, -4.124)
H (-2.272, -1.375, -5.045)
H (-0.923, -0.766, -5.734)
H (-0.160, -2.446, -1.544)
H (-1.636, -0.236, 2.157)

Properties
**2S+1**: 1
**Energy relative to the best compared isomer or geometry (same formula, charge and spin)**: 113.4 kcal per mole
**SMILES**: CCN(CC)c1ccc2nc3ccc(=[N+](CC)CC)cc-3oc2c1
**Net charge**: +1
**E**: -27669.3170 eV
**HOMO-LUMO gap**: 5.43 eV